C21H20N2O4S in the gas phase, computed with wB97M-V/def2-TZVPD.

Results
SMILES string	Cc1ccc(-n2c(O)c(/C=N/[C@H]3CCS(=O)(=O)C3)c3ccccc3c2=O)cc1
LUMO level	0.0109	Ha
HOMO level	-8.10	eV
energy above the lowest of the compared OMol25 structures with the same formula, charge and spin	59.4	kcal per mole
maximum force	0.071	Eh/bohr
total energy	-44106.1855	eV

Geometry (Å):
1 C -6.4182 2.8693 2.3733
2 C -5.1892 2.0308 2.0710
3 C -5.1509 1.2168 0.8931
4 C -4.0350 0.4389 0.6154
5 C -2.9411 0.3721 1.5083
6 N -1.7875 -0.4145 1.1876
7 C -0.5898 0.1582 0.7967
8 O -0.4718 1.5031 1.0467
9 C 0.4774 -0.5081 0.2674
10 C 1.6607 0.3143 -0.0933
11 N 2.3004 0.0471 -1.2168
12 C 3.5787 0.7354 -1.5115
13 C 4.7108 -0.1973 -1.9760
14 C 5.7719 0.5965 -2.7302
15 S 4.9257 2.0170 -3.4467
16 O 4.9574 1.9819 -4.9303
17 O 5.5070 3.2687 -2.9326
18 C 3.2817 1.6833 -2.7014
19 C 0.3985 -1.9756 0.1702
20 C 1.4745 -2.7692 -0.2780
21 C 1.4332 -4.1716 -0.2641
22 C 0.3226 -4.7743 0.2356
23 C -0.7712 -4.0400 0.6762
24 C -0.7544 -2.6247 0.6728
25 C -1.8538 -1.8173 1.1895
26 O -2.8394 -2.3798 1.6135
27 C -3.0026 1.0873 2.7032
28 C -4.1346 1.8730 3.0278
29 H -6.6822 3.4748 1.5210
30 H -7.2570 2.1958 2.5688
31 H -6.2362 3.5361 3.2352
32 H -5.9970 1.2764 0.2100
33 H -4.0405 -0.1456 -0.2744
34 H -1.3238 1.7876 1.3830
35 H 2.0536 1.0214 0.6261
36 H 3.9302 1.2655 -0.6231
37 H 4.2958 -0.9562 -2.6372
38 H 5.1271 -0.7057 -1.1104
39 H 6.5714 0.9493 -2.0565
40 H 6.2489 0.0265 -3.5389
41 H 2.8072 2.6104 -2.3513
42 H 2.6627 1.2562 -3.4725
43 H 2.3769 -2.3101 -0.6396
44 H 2.3106 -4.7649 -0.6177
45 H 0.2896 -5.8550 0.3390
46 H -1.6733 -4.5384 1.0455
47 H -2.1631 0.9701 3.4140
48 H -4.1621 2.3844 4.0117